#1
The following is a DFT calculation (the ωB97M-V functional and the def2-TZVPD basis) of C4H9N2O2 as an isolated structure.

Element x y z (Å)
C (0.19427, 0.04377, -0.89101)
N (-0.20831, 1.04966, 0.05528)
C (0.74564, 1.29875, 1.13464)
O (0.71030, 2.45118, 1.60463)
O (1.41935, 0.29357, 1.45134)
C (-0.38413, -1.35915, -0.53497)
C (-1.86817, -1.13621, -0.31785)
N (-0.09787, -2.22896, -1.95755)
H (1.25891, -0.04172, -1.08768)
H (-0.34301, 0.26059, -1.82237)
H (-0.49086, 1.91667, -0.37150)
H (0.12688, -1.64483, 0.38487)
H (-2.21118, -0.74600, 0.63190)
H (-2.42765, -2.05411, -0.58004)
H (-2.34440, -0.56827, -1.13154)
H (-0.93725, -1.79199, -2.34356)
H (-0.41883, -2.64581, -1.03302)

HOMO-LUMO gap = 8.0 eV
molar mass = 117.128 g mol⁻¹
LUMO energy = 3.76 eV
HOMO = -0.15637 hartree
net charge = -1



#2
The following is a DFT calculation (the ωB97M-V functional and the def2-TZVPD basis) of a 2-piece molecular cluster, C4H9N2O2 overall.

Element x y z (Å)
C (-1.81240, -1.70743, -1.38468)
N (-0.61254, -2.47122, -1.01002)
C (0.22582, -1.64022, -0.20992)
N (1.42584, -1.35380, -0.48212)
H (-2.34632, -2.24039, -2.17634)
H (-2.52276, -1.71514, -0.54720)
H (-1.59102, -0.65637, -1.57822)
H (-0.03272, -2.67825, -1.81902)
H (-0.26779, -1.33735, 0.71573)
H (1.58139, -0.42915, 0.00946)
O (-0.90254, 1.27487, 0.65854)
C (0.25245, 1.71662, 0.85158)
O (1.29720, 1.02750, 0.96761)
C (0.36512, 3.25108, 0.86133)
H (0.83306, 3.61172, -0.05834)
H (-0.64272, 3.64307, 0.98146)
H (1.01633, 3.66168, 1.64524)

HOMO-LUMO gap = 8.4 eV
molar mass = 117.128 g mol⁻¹
LUMO energy = 4.01 eV
HOMO = -0.16089 hartree
net charge = -1



#3
The following is a DFT calculation (the ωB97M-V functional and the def2-TZVPD basis) of an isolated ion of composition C4H9N2O2 and charge -1.

Element x y z (Å)
C (0.48318, 0.58175, 1.55989)
C (0.18588, -0.54375, 0.48837)
N (-1.07433, -0.30731, -0.26986)
C (-1.45840, 1.18793, -0.51163)
O (-2.37364, 1.53323, 0.37111)
C (1.36797, -0.80039, -0.41495)
N (1.03125, -1.34593, -1.63525)
O (2.54489, -0.71653, -0.10965)
H (1.54043, 0.77089, 1.64146)
H (-0.10703, 1.44506, 1.27855)
H (0.03200, 0.22509, 2.48881)
H (0.11676, -1.49115, 0.99478)
H (-1.81084, -0.66570, 0.35470)
H (-0.52727, 1.75604, -0.42772)
H (-1.80836, 1.24428, -1.56243)
H (1.79109, -1.66075, -2.21733)
H (0.06641, -1.21278, -2.02886)

HOMO-LUMO gap = 6.7 eV
structure (SMILES) = C[C@@H](NC[O-])C(N)=O
molar mass = 117.128 g mol⁻¹
LUMO energy = 3.88 eV
HOMO = -0.10496 hartree
net charge = -1



The relative energies come out as #1 1.837; #2 0.000; #3 0.835, with values in eV.



#1
The following is a DFT calculation (the ωB97M-V functional and the def2-TZVPD basis) of the molecule C6H9N.

Element x y z (Å)
C (-3.32747, -1.34588, -0.42678)
C (-2.23449, -0.54718, -0.46226)
C (-1.00250, -0.33951, 0.19781)
C (0.19730, 0.12907, -0.54557)
C (1.08813, 1.06160, 0.26237)
C (2.10674, 0.56336, 1.20809)
N (2.50312, 1.08803, -0.10078)
H (-4.24722, -0.92948, -0.83583)
H (-3.35483, -2.39263, -0.14832)
H (-2.47357, 0.20092, -1.22239)
H (0.03399, 0.55090, -1.55294)
H (0.76919, -0.80332, -0.70998)
H (0.62464, 2.01446, 0.51964)
H (2.24510, -0.50764, 1.33707)
H (2.31821, 1.15517, 2.09735)
H (2.89154, 2.02274, -0.00638)

HOMO-LUMO gap (alpha / beta) = 7.8 / 7.5 eV
molar mass = 95.145 g mol⁻¹
LUMO energy (alpha / beta) = -0.63 / -0.48 eV
HOMO (alpha / beta) = -0.30851 / -0.29245 hartree



#2
The following is a DFT calculation (the ωB97M-V functional and the def2-TZVPD basis) of a 2-piece molecular cluster, C6H9N overall.

Element x y z (Å)
C (-0.29298, -0.41435, 3.07546)
C (0.44069, 0.28783, 1.89801)
C (0.06732, 0.52673, 0.68281)
C (0.31655, 1.03736, -0.51181)
N (0.76079, 0.23923, -1.59547)
C (-0.15154, 0.19906, -2.72691)
C (-0.04300, -0.95639, -1.81368)
H (-0.77589, 0.26484, 3.79960)
H (0.39468, -1.05266, 3.63840)
H (-1.10572, -1.05986, 2.69099)
H (-0.08994, 2.01819, -0.72554)
H (1.63537, 0.95251, 1.23526)
H (0.30059, 0.11017, -3.71113)
H (-1.05449, 0.80176, -2.65093)
H (-0.86921, -1.10606, -1.11952)
H (0.46679, -1.84833, -2.16555)

HOMO-LUMO gap = 8.3 eV
molar mass = 95.145 g mol⁻¹
LUMO energy = 0.64 eV
HOMO = -0.28032 hartree



The relative energies come out as #1 0.000; #2 0.821, with values in eV.



#1
The following is a DFT calculation (the ωB97M-V functional and the def2-TZVPD basis) of C6H9N as an isolated structure.

Element x y z (Å)
C (1.60771, 0.85195, -0.13944)
C (1.02898, -0.36208, 0.50811)
C (-0.45589, -0.39082, 0.96341)
C (-1.07086, -1.11922, -0.26960)
C (-0.46484, -0.05048, -1.17855)
C (-1.14087, 0.93574, 0.83156)
N (0.95490, -0.17509, -0.94619)
H (2.68729, 0.92105, -0.27068)
H (1.10278, 1.81098, -0.02890)
H (1.69237, -1.14634, 0.87052)
H (-0.60804, -0.80366, 1.96591)
H (-0.68451, -2.12356, -0.47734)
H (-2.16615, -1.11681, -0.25794)
H (-0.74610, 0.07127, -2.22934)
H (-0.51833, 1.76760, 1.19583)
H (-1.21843, 0.92945, -0.53735)

HOMO-LUMO gap = 8.2 eV
molar mass = 95.145 g mol⁻¹
LUMO energy = 0.22 eV
HOMO = -0.29456 hartree



#2
The following is a DFT calculation (the ωB97M-V functional and the def2-TZVPD basis) of the molecule C6H9N.

Element x y z (Å)
C (0.12242, -1.39841, 0.83999)
C (-0.41590, -0.22628, 0.01241)
C (-0.22969, 1.10173, 0.76611)
C (1.61416, 0.82881, -0.61044)
C (0.45930, 0.06094, -1.23229)
C (-1.82698, -0.47834, -0.34079)
N (-2.93045, -0.67765, -0.61271)
H (0.02567, -2.34053, 0.29381)
H (-0.42234, -1.49295, 1.78448)
H (1.17911, -1.22425, 1.05492)
H (-0.48443, 1.08197, 1.82543)
H (-0.73547, 1.93577, 0.27524)
H (1.63368, 1.85635, -1.02338)
H (0.90064, 1.23127, 0.76756)
H (-0.13110, 0.59992, -1.98234)
H (0.85158, -0.85582, -1.68559)

HOMO-LUMO gap = 8.6 eV
molar mass = 95.145 g mol⁻¹
LUMO energy = -0.39 eV
HOMO = -0.33032 hartree



#3
The following is a DFT calculation (the ωB97M-V functional and the def2-TZVPD basis) of the molecule C6H9N.

Element x y z (Å)
C (-0.43837, -3.14802, 0.74553)
C (0.01049, -1.86895, 0.20034)
C (0.29016, -0.84615, -0.37313)
C (0.51787, 0.30134, -1.26076)
N (-0.12204, 1.56844, -0.87173)
C (0.71145, 2.58065, -0.25062)
C (-0.32308, 1.86819, 0.53338)
H (0.35911, -3.89683, 0.69007)
H (-1.28683, -3.49627, 0.14506)
H (-0.76667, -3.05990, 1.78650)
H (1.59724, 0.45172, -1.40665)
H (0.09427, 0.01134, -2.23197)
H (0.55459, 3.60070, -0.59755)
H (1.75082, 2.32369, -0.04154)
H (0.01977, 1.13450, 1.26189)
H (-1.26872, 2.35385, 0.77219)

HOMO-LUMO gap = 9.9 eV
structure (SMILES) = CC#CCN1CC1
molar mass = 95.145 g mol⁻¹
LUMO energy = 1.04 eV
HOMO = -0.32689 hartree



The relative energies come out as #1 2.749; #2 1.312; #3 0.000, with values in eV.